ORCA calculation (wB97M-V/def2-TZVPD) on a cluster of 3 separate species, C14H35F3NO10PS2Si in total in a non-equilibrium geometry.

- SMILES: COCCC[Si@@](CCCN)(C(F)(F)F)P(=O)(O)O.CCOS(C)(=O)=O.CCOS(C)(=O)=O
- Orbital gap: 9.752 eV

Structure (XYZ):
```
67
Properties=species:S:1:pos:R:3:forces:R:3:nbo_charge:R:1
C 3.68344 0.08112 0.44726 0.19 -0.01 0.27 -0.254
O 2.65722 -0.48587 -0.32360 -0.18 -0.15 -0.14 -0.532
C 2.12890 0.41921 -1.26485 0.07 0.11 -0.03 -0.058
C 1.28377 1.52190 -0.62063 -0.08 -0.27 -0.17 -0.439
C -0.03179 1.77065 -1.38070 0.50 0.34 0.83 -0.872
Si -1.00137 3.19221 -0.64321 -0.17 -0.42 -0.54 1.130
C -2.84866 2.92921 -0.66433 0.23 0.19 0.61 -0.881
C -3.24240 1.64683 0.10485 -0.25 -0.23 -0.91 -0.419
C -3.93242 0.61684 -0.81927 0.06 0.22 0.42 -0.210
N -3.87345 -0.76878 -0.37501 0.12 0.29 -0.19 -0.819
C -0.53787 3.54083 1.20759 0.27 0.04 0.46 0.662
F -1.37937 4.51315 1.70835 0.46 -0.41 -0.15 -0.358
F -0.67932 2.44797 2.01725 0.15 0.76 -0.37 -0.337
F 0.73736 4.01500 1.38803 -0.89 -0.35 0.01 -0.341
P -0.49233 5.03343 -1.83608 -0.05 0.40 -0.17 1.979
O -0.28337 4.72883 -3.24857 0.07 -0.25 -0.17 -1.070
O -1.73613 6.05102 -1.64449 0.28 -0.06 0.11 -0.980
O 0.77913 5.77918 -1.18850 -0.26 -0.17 -0.20 -0.976
H 4.06848 -0.70071 1.09000 0.11 -0.14 0.10 0.190
H 4.49880 0.46524 -0.16514 0.12 0.02 -0.19 0.176
H 3.33829 0.89356 1.08838 -0.16 0.14 0.05 0.163
H 2.94915 0.84334 -1.84827 0.09 0.15 -0.13 0.167
H 1.51732 -0.15457 -1.95349 -0.13 -0.25 -0.02 0.182
H 1.86073 2.43793 -0.53670 0.07 0.20 0.07 0.211
H 1.05723 1.17785 0.38537 -0.04 0.05 0.23 0.216
H -0.64085 0.87295 -1.31762 -0.15 -0.19 -0.22 0.234
H 0.19897 2.00482 -2.41519 -0.24 0.03 -0.29 0.266
H -3.28847 3.80218 -0.18485 -0.16 0.15 -0.05 0.243
H -3.21235 2.92179 -1.68673 -0.05 -0.02 -0.24 0.253
H -3.92963 1.90169 0.90168 0.08 -0.04 0.41 0.215
H -2.37036 1.14662 0.51758 0.13 -0.02 0.33 0.191
H -4.98001 0.88824 -0.91654 -0.18 0.09 -0.16 0.191
H -3.48823 0.69902 -1.80714 0.09 -0.16 -0.24 0.177
H -4.27699 -0.85375 0.54815 -0.17 -0.16 0.06 0.359
H -2.90155 -1.03505 -0.28087 0.06 -0.23 0.00 0.347
H -1.99182 6.14420 -0.72130 -0.22 0.12 0.16 0.494
H 0.52819 6.28569 -0.41386 0.19 0.24 0.35 0.498
O 7.04802 0.74580 1.26892 -0.14 0.08 -0.14 -0.948
S 8.40953 0.43171 1.57614 0.09 -0.18 0.27 2.390
O 9.42609 0.64325 0.59514 0.00 0.07 -0.11 -0.934
O 8.47468 -1.06717 2.09808 0.11 0.06 0.05 -0.725
C 7.87237 -2.09173 1.27402 -0.19 -0.31 -0.25 -0.076
C 8.70439 -2.43727 0.05585 0.09 0.18 0.01 -0.642
C 8.88332 1.21559 3.07740 -0.02 0.01 0.04 -0.887
H 6.86330 -1.78155 0.99823 0.04 0.11 0.02 0.199
H 7.78583 -2.95321 1.93216 0.04 0.07 0.12 0.196
H 8.76213 -1.60224 -0.63971 -0.03 0.02 0.00 0.229
H 8.25703 -3.28414 -0.46444 -0.03 -0.03 0.05 0.219
H 9.72108 -2.69843 0.34793 -0.01 -0.05 0.01 0.217
H 8.11943 1.03317 3.82739 -0.01 -0.02 0.00 0.252
H 8.96264 2.27841 2.86151 -0.01 0.01 -0.03 0.255
H 9.84658 0.82131 3.38770 0.01 -0.01 -0.01 0.254
O -5.26581 -3.66739 -0.03327 0.05 0.02 0.22 -0.940
S -6.50277 -3.52705 -0.73512 -0.04 -0.21 -0.14 2.391
O -7.46333 -2.55817 -0.30608 0.04 0.13 0.09 -0.941
O -7.19946 -4.95683 -0.80527 -0.08 0.08 -0.18 -0.725
C -7.37297 -5.67903 0.43272 -0.03 -0.21 0.37 -0.076
C -8.49892 -5.13108 1.28649 0.02 0.17 -0.08 -0.641
C -6.20380 -3.32188 -2.45393 0.02 0.00 -0.05 -0.889
H -6.42614 -5.69288 0.97458 0.03 0.09 -0.06 0.199
H -7.59296 -6.69870 0.12438 0.02 0.02 -0.13 0.194
H -8.27642 -4.12845 1.64643 0.03 0.00 0.00 0.228
H -8.65214 -5.77796 2.15050 0.02 -0.06 -0.03 0.216
H -9.42439 -5.08111 0.71359 -0.02 -0.05 0.01 0.217
H -5.49130 -4.07376 -2.77969 0.00 -0.02 0.01 0.251
H -5.78790 -2.32366 -2.57232 0.04 0.01 0.06 0.264
H -7.14635 -3.40934 -2.98689 -0.02 0.00 0.02 0.251
```
Forces are in eV/Å.